The following is a quantum chemistry calculation of a single C14H13N4O4PS molecule, from OMol25.

Each line ends with the Mulliken charge.
Element x y z (Å)
C  -0.523  -0.893  -3.590  -1.52
C  -0.933  -0.693  -2.156  0.79
S  -2.590  -1.082  -1.766  -0.27
C  -2.214  -1.037  -0.072  0.41
C  -3.268  -1.158  0.894  0.18
N  -2.860  -1.319  2.232  -0.47
C  -3.671  -1.507  3.150  -0.08
C  -5.025  -1.563  2.886  -0.56
C  -5.369  -1.585  1.609  0.68
N  -6.597  -1.846  1.155  -0.50
N  -4.478  -1.450  0.655  -0.43
N  -1.011  -0.683  0.229  -0.43
C  -0.229  -0.485  -0.952  -0.26
C  1.145  0.055  -0.867  0.38
C  1.790  -0.014  0.423  -0.45
C  3.147  0.407  0.580  -0.06
C  3.874  0.888  -0.522  0.44
O  5.151  1.344  -0.337  -0.38
P  5.335  2.675  0.539  0.99
O  4.851  2.565  1.906  -0.64
O  4.656  4.061  -0.099  -0.50
O  6.879  2.912  0.772  -0.51
C  3.302  0.978  -1.754  -0.89
C  2.000  0.588  -1.900  -0.41
H  0.521  -1.296  -3.739  0.37
H  -1.334  -1.506  -4.128  0.35
H  -0.466  0.075  -4.061  0.41
H  -3.418  -1.520  4.201  0.40
H  -5.770  -1.661  3.691  0.32
H  -6.788  -1.978  0.162  0.24
H  -7.077  -2.405  1.815  0.21
H  1.315  -0.379  1.350  0.40
H  3.768  0.173  1.508  0.31
H  3.720  3.970  0.186  0.37
H  6.852  3.571  1.460  0.33
H  3.847  1.256  -2.585  0.54
H  1.469  0.542  -2.873  0.26

Computed properties:
* calculated total energy: -1800.89026 Eh
* molecular weight: 364.32 Da
* ΔE to the lowest compared entry with this formula, charge and spin: 0.0 kJ/mol